--- 1 ---
Molecular formula: C6H16N
Method: DFT, ωB97M-V/def2-TZVPD

**Spin multiplicity**: 2
**Total charge**: 0
**Highest occupied orbital energy (spin up / spin down)**: -8.45 / -9.97 eV
**Kohn-Sham gap (spin up / spin down)**: 9.57 / 9.92 eV

Bonds (Å) are listed after each position.
Element x y z (Å)
1 C 0.6724 2.0566 -0.3409  C2 1.475, H8 1.063, H9 1.088, H10 1.081
2 C 0.2661 0.7175 -0.8068  C1 1.475, C3 1.639, H11 1.145
3 C 0.4428 -0.4037 0.3759  C2 1.639, C4 1.518, C5 1.528, H12 1.084
4 C 1.9019 -0.7020 0.6699  C3 1.518, H13 1.056, H14 1.096, H15 1.084
5 C -0.4156 -1.6146 0.0149  C3 1.528, C6 1.565, H16 1.078, H17 1.126
6 C -0.4514 -2.7856 1.0519  C5 1.565, H18 1.117, H19 1.101, H20 1.134
7 N -2.0947 2.3815 -0.9545  H21 1.034, H22 0.997, H23 1.050
8 H 0.6098 2.7837 -1.1144  C1 1.063
9 H 0.0357 2.5096 0.4162  C1 1.088
10 H 1.7079 2.2033 -0.0676  C1 1.081
11 H 0.7619 0.3587 -1.7741  C2 1.145
12 H 0.1326 0.0885 1.2907  C3 1.084
13 H 2.0699 -0.8467 1.7020  C4 1.056
14 H 2.3928 -1.3085 -0.0991  C4 1.096
15 H 2.3843 0.2464 0.4624  C4 1.084
16 H -1.3926 -1.2026 -0.1800  C5 1.078
17 H -0.2211 -1.9441 -1.0437  C5 1.126
18 H -0.8072 -3.7396 0.5918  C6 1.117
19 H 0.5025 -2.9964 1.5601  C6 1.101
20 H -1.1655 -2.4996 1.8857  C6 1.134
21 H -1.4095 1.6106 -0.8855  N7 1.034
22 H -2.6520 2.2856 -0.1334  N7 0.997
23 H -2.7839 2.1719 -1.7188  N7 1.050


--- 2 ---
Molecular formula: C6H16N
Method: DFT, ωB97M-V/def2-TZVPD

**Spin multiplicity**: 2
**Total charge**: 0
**Highest occupied orbital energy (spin up / spin down)**: -3.49 / -11.27 eV
**Kohn-Sham gap (spin up / spin down)**: 4.41 / 12.04 eV

Bonds (Å) are listed after each position.
Element x y z (Å)
1 C -1.0730 1.4173 -1.0688  C2 1.608, H8 1.173, H9 1.109, H10 1.081
2 C -0.2346 0.0508 -0.9510  C1 1.608, C3 1.529, N7 1.721, H11 1.202
3 C -0.7601 -0.8977 0.1269  C2 1.529, C4 1.550, H12 1.178, H13 1.065
4 C -0.7742 -0.0784 1.4429  C3 1.550, C5 1.550, H14 1.137, H15 1.243
5 C 0.5892 0.6398 1.6108  C4 1.550, C6 1.500, H16 1.034, H17 1.056
6 C 1.7737 -0.2744 1.7106  C5 1.500, H18 1.219, H19 1.128, H20 1.059
7 N -0.0277 -0.8406 -2.4085  C2 1.721, H21 0.987, H22 1.048, H23 1.022
8 H -0.4136 2.0783 -1.7791  C1 1.173
9 H -2.0266 1.1790 -1.5834  C1 1.109
10 H -1.1238 1.9822 -0.1487  C1 1.081
11 H 0.9280 0.2371 -0.7103  C2 1.202
12 H -1.8011 -1.2985 -0.2512  C3 1.178
13 H -0.0634 -1.6994 0.2087  C3 1.065
14 H -0.9297 -0.8345 2.2784  C4 1.137
15 H -1.6969 0.7531 1.3872  C4 1.243
16 H 0.6012 1.2112 0.7495  C5 1.034
17 H 0.5107 1.3878 2.3524  C5 1.056
18 H 1.7956 -1.0629 0.7808  C6 1.219
19 H 1.7804 -0.9673 2.6012  C6 1.128
20 H 2.7677 0.0853 1.6383  C6 1.059
21 H 0.2481 -0.1704 -3.0780  N7 0.987
22 H 0.7796 -1.4951 -2.2707  N7 1.048
23 H -0.8495 -1.4026 -2.6379  N7 1.022


Result of the stability comparison: 1 is the most stable of them.


--- 1 ---
Molecular formula: C3H12N2O2
Method: DFT, ωB97M-V/def2-TZVPD

**Spin multiplicity**: 2
**Total charge**: -1
**Highest occupied orbital energy (spin up / spin down)**: 1.21 / -3.43 eV
**Kohn-Sham gap (spin up / spin down)**: 2.76 / 7.33 eV

Bonds (Å) are listed after each position.
Element x y z (Å)
1 C -0.9755 1.1232 0.9511  C2 1.572, H6 1.097, H7 1.093, H8 1.084
2 C -1.5645 0.6165 -0.4158  C1 1.572, N3 1.445, H9 1.118, H10 1.088
3 N -0.5727 0.1162 -1.3393  C2 1.445, C4 1.410, H11 1.028
4 C 0.0400 -1.1531 -1.3262  N3 1.410, N5 1.314, H12 1.099
5 N 1.2919 -1.2763 -1.7051  C4 1.314, H13 1.016
6 H -0.0768 1.6817 0.6603  C1 1.097
7 H -0.6303 0.3082 1.5930  C1 1.093
8 H -1.6402 1.8189 1.4507  C1 1.084
9 H -2.2735 -0.2067 -0.1533  C2 1.118
10 H -2.1523 1.4349 -0.8264  C2 1.088
11 H -0.1170 0.8463 -1.9012  N3 1.028
12 H -0.6713 -1.9777 -1.1792  C4 1.099
13 H 1.7578 -0.3946 -1.9007  N5 1.016
14 H 2.7870 0.7329 -0.0668  O16 0.936
15 H 2.5036 1.4767 1.2350  O16 0.958
16 O 2.8968 1.5558 0.3650  H14 0.936, H15 0.958
17 H -0.4020 -2.8578 1.9086  O19 0.914
18 H 0.1894 -1.8776 0.9465  O19 0.958
19 O -0.3904 -1.9675 1.7039  H17 0.914, H18 0.958


--- 2 ---
Molecular formula: C3H12N2O2
Method: DFT, ωB97M-V/def2-TZVPD

**Spin multiplicity**: 2
**Total charge**: -1
**Highest occupied orbital energy (spin up / spin down)**: 1.23 / -4.36 eV
**Kohn-Sham gap (spin up / spin down)**: 2.60 / 8.13 eV

Bonds (Å) are listed after each position.
Element x y z (Å)
1 C -1.3999 -0.2076 2.0956  C2 1.493, H6 1.093, H7 1.092, H8 1.093
2 C -0.5874 -0.1637 0.8433  C1 1.493, C3 1.326, N5 1.437
3 C -0.4580 -1.2292 0.0644  C2 1.326, N4 1.427, H9 1.085
4 N 0.2439 -1.3175 -1.1755  C3 1.427, H10 1.024, H11 1.016
5 N 0.0565 1.0889 0.5566  C2 1.437, H12 1.021, H13 1.013
6 H -0.8111 -0.1877 3.0158  C1 1.093
7 H -2.0704 0.6536 2.1201  C1 1.092
8 H -2.0227 -1.1056 2.0845  C1 1.093
9 H -1.1024 -2.0738 0.2855  C3 1.085
10 H 0.0398 -0.4789 -1.7268  N4 1.024
11 H -0.2068 -2.0564 -1.7070  N4 1.016
12 H 0.9966 0.8663 0.2269  N5 1.021
13 H 0.2198 1.5592 1.4393  N5 1.013
14 H 2.1538 -0.9030 -0.1824  O16 0.974
15 H 3.5685 -0.3985 0.1424  O16 0.974
16 O 2.6447 -0.1002 0.0686  H14 0.974, H15 0.974
17 H -0.5350 1.5809 -1.2933  O19 0.977
18 H -1.7833 2.1200 -1.9879  O19 0.962
19 O -1.0120 1.5675 -2.1458  H17 0.977, H18 0.962


Result of the stability comparison: 2 is the most stable of them.